Version a
DFT (ωB97M-V/def2-TZVPD) results for one molecule with the formula C23H34N4O3.

Results
**Kohn-Sham gap**: 8.7 eV
**SMILES**: CCCCCn1c(=O)[nH]c2cc(C(=O)NCCN3[C@H](C)CCC[C@H]3C)ccc2c1=O

Each line ends with the natural charge from an NBO analysis.
Geometry (Å):
C -6.302 -1.039 -2.799  -0.608
H -6.847 -1.504 -3.618  0.209
C -6.237 -1.984 -1.604  -0.386
C -5.390 -1.438 -0.455  -0.400
C -5.995 -0.192 0.189  -0.410
C -5.273 0.205 1.476  -0.220
N -3.867 0.511 1.236  -0.469
C -2.939 -0.444 1.600  0.800
O -3.229 -1.493 2.128  -0.622
N -1.628 -0.127 1.335  -0.612
C -1.202 1.043 0.755  0.282
C 0.149 1.292 0.527  -0.285
C 0.536 2.482 -0.069  -0.072
C -0.420 3.423 -0.454  -0.218
C -1.754 3.187 -0.210  -0.116
C -2.158 1.999 0.400  -0.224
C -3.580 1.742 0.657  0.680
O -4.465 2.528 0.401  -0.589
H -2.516 3.901 -0.484  0.242
H -0.093 4.329 -0.940  0.235
C 1.986 2.721 -0.368  0.667
O 2.374 3.110 -1.450  -0.614
N 2.802 2.486 0.685  -0.595
H 2.401 2.104 1.527  0.393
C 4.224 2.309 0.524  -0.236
H 4.452 2.565 -0.512  0.231
H 4.770 2.994 1.181  0.199
C 4.614 0.857 0.856  -0.230
N 3.653 -0.067 0.278  -0.479
C 3.869 -0.287 -1.153  -0.041
C 5.007 -1.287 -1.430  -0.419
C 4.837 -2.588 -0.648  -0.399
C 4.637 -2.283 0.834  -0.420
H 4.446 -3.204 1.388  0.210
H 5.538 -1.821 1.245  0.195
C 3.451 -1.324 0.995  -0.032
C 3.095 -1.121 2.469  -0.616
H 2.390 -0.301 2.589  0.201
H 3.975 -0.920 3.075  0.206
H 2.633 -2.028 2.853  0.220
H 2.579 -1.788 0.517  0.190
H 3.971 -3.137 -1.024  0.195
H 5.715 -3.221 -0.790  0.211
H 5.050 -1.493 -2.500  0.214
H 5.959 -0.830 -1.145  0.197
H 4.159 0.680 -1.573  0.210
C 2.570 -0.684 -1.856  -0.616
H 1.787 0.028 -1.608  0.219
H 2.238 -1.682 -1.584  0.196
H 2.724 -0.659 -2.931  0.217
H 5.648 0.688 0.518  0.183
H 4.596 0.743 1.940  0.199
H 0.884 0.542 0.781  0.229
H -0.949 -0.830 1.595  0.420
H -5.303 -0.609 2.201  0.235
H -5.737 1.101 1.896  0.224
H -5.959 0.649 -0.503  0.218
H -7.040 -0.383 0.440  0.207
H -5.284 -2.213 0.308  0.212
H -4.389 -1.208 -0.830  0.189
H -7.248 -2.183 -1.243  0.192
H -5.809 -2.936 -1.929  0.199
H -5.300 -0.798 -3.149  0.200
H -6.808 -0.114 -2.539  0.203


Version b
DFT (ωB97M-V/def2-TZVPD) results for one molecule with the formula C23H34N4O3.

Results
**Kohn-Sham gap**: 9.1 eV
**SMILES**: CCCCCn1c(=O)[nH]c2cc(C(=O)NCCCN3CCC(C)CC3)ccc2c1=O

Each line ends with the natural charge from an NBO analysis.
Geometry (Å):
C 6.465 2.057 -0.662  -0.607
C 4.953 1.877 -0.599  -0.388
C 4.523 0.689 0.261  -0.397
C 4.902 -0.658 -0.350  -0.408
C 4.428 -1.836 0.501  -0.221
N 2.973 -1.900 0.587  -0.470
C 2.385 -1.463 1.757  0.800
O 3.010 -1.052 2.707  -0.621
N 1.012 -1.519 1.787  -0.617
C 0.220 -2.003 0.774  0.281
C -1.169 -2.027 0.880  -0.279
C -1.931 -2.526 -0.163  -0.060
C -1.313 -3.020 -1.313  -0.226
C 0.059 -2.980 -1.428  -0.117
C 0.838 -2.466 -0.392  -0.230
C 2.299 -2.418 -0.513  0.680
O 2.907 -2.798 -1.491  -0.590
H 0.564 -3.342 -2.310  0.242
H -1.926 -3.427 -2.101  0.235
C -3.431 -2.543 -0.059  0.658
O -4.101 -3.530 -0.288  -0.612
N -3.927 -1.356 0.337  -0.654
H -3.370 -0.502 0.262  0.439
C -5.347 -1.085 0.404  -0.215
H -5.798 -1.174 -0.593  0.188
H -5.818 -1.837 1.044  0.214
C -5.567 0.320 0.957  -0.411
H -5.108 0.390 1.945  0.202
H -6.637 0.495 1.069  0.220
C -4.988 1.398 0.034  -0.212
N -3.532 1.317 -0.048  -0.479
C -2.863 2.062 1.004  -0.218
C -1.375 1.721 1.024  -0.397
C -0.729 2.044 -0.323  -0.221
C 0.741 1.640 -0.344  -0.603
H 1.204 1.926 -1.285  0.213
H 1.282 2.124 0.467  0.211
H 0.837 0.562 -0.232  0.201
C -1.514 1.323 -1.419  -0.398
C -2.995 1.684 -1.348  -0.212
H -3.540 1.130 -2.117  0.204
H -3.122 2.763 -1.545  0.167
H -1.124 1.592 -2.402  0.214
H -1.401 0.243 -1.293  0.204
H -0.800 3.125 -0.494  0.195
H -0.886 2.280 1.823  0.213
H -1.256 0.655 1.225  0.195
H -3.315 1.795 1.963  0.202
H -2.990 3.150 0.861  0.169
H -5.398 1.248 -0.968  0.200
H -5.311 2.392 0.378  0.183
H -1.646 -1.681 1.785  0.224
H 0.584 -1.209 2.649  0.422
H 4.805 -1.748 1.520  0.235
H 4.768 -2.772 0.052  0.225
H 4.471 -0.747 -1.349  0.215
H 5.985 -0.736 -0.440  0.208
H 3.439 0.729 0.388  0.199
H 4.971 0.774 1.253  0.203
H 4.508 2.784 -0.184  0.198
H 4.560 1.749 -1.611  0.193
H 6.879 2.139 0.341  0.201
H 6.939 1.217 -1.164  0.201
H 6.715 2.962 -1.211  0.209


Tell me which of them is the most stable. Sure, it is version b.